{
  "formula": "C3H7NO2P",
  "method": "the ωB97M-V functional and the def2-TZVPD basis",
  "gap_ha": 0.26753,
  "charge": -1,
  "lumo_energy_ev": 4.2,
  "homo_energy_ev": -3.102,
  "elements": ["H", "C", "H", "C", "H", "H", "P", "H", "O", "C", "O", "H", "N", "H"],
  "xyz": [[0.98552, 2.71651, 1.00360], [0.20291, -1.44480, -0.22289], [0.63252, 1.39214, -0.38555], [0.93360, 1.57949, 0.63527], [1.89497, 1.17318, 0.87692], [0.37427, -2.74702, -1.87396], [-0.91728, -0.15242, 0.34254], [-0.77131, 1.54456, 1.76434], [-0.80419, 1.09219, -1.44116], [-0.21831, -2.03162, -1.39843], [-2.20172, -0.72055, 0.77872], [1.22161, -1.66206, 0.21599], [-0.13711, 0.91673, 1.39308], [-1.19548, -1.65631, -1.68848]],
  "mulliken_charge": [0.257, -0.077, 0.393, -0.700, 0.181, 0.316, 0.512, 0.291, -0.968, -0.654, -0.639, 0.308, -0.402, 0.182]
}

{
  "formula": "C3H7NO2P",
  "method": "the ωB97M-V functional and the def2-TZVPD basis",
  "gap_ha": [0.29469, 0.29468],
  "charge": 1,
  "lumo_energy_ev": [-5.4, -5.4],
  "homo_energy_ev": [-13.378, -13.377],
  "elements": ["H", "C", "C", "H", "H", "O", "O", "H", "H", "H", "C", "H", "P", "N"],
  "xyz": [[-0.39257, 1.85871, -0.16374], [-1.29748, 0.11519, 0.38902], [-0.91815, -1.29923, 0.25284], [-1.67944, -1.87015, -0.33299], [-0.74199, -1.88041, 1.16047], [0.36675, -1.21552, -0.54440], [3.39910, -0.36793, 0.31376], [-0.81800, 0.84594, -1.52655], [-1.15294, 0.31751, 1.40716], [-2.26846, 0.35223, 0.13106], [0.77762, 0.01047, -0.65215], [2.89387, 1.80603, -0.17402], [2.24126, 0.50042, 0.25088], [-0.40956, 0.82674, -0.51134]],
  "mulliken_charge": [0.413, -0.566, -0.261, 0.264, 0.298, -0.279, -0.469, 0.420, 0.312, 0.425, 0.138, 0.156, 0.320, -0.170]
}

{
  "formula": "C3H7NO2S",
  "method": "the ωB97M-V functional and the def2-TZVPD basis",
  "gap_ha": 0.36236,
  "lumo_energy_ev": 0.8,
  "homo_energy_ev": -9.106,
  "elements": ["C", "O", "H", "C", "N", "H", "H", "H", "C", "O", "H", "S", "H", "H"],
  "xyz": [[-0.88592, 0.88027, -1.50207], [1.56756, 1.56997, 0.82297], [-0.27054, 1.43024, -2.23992], [-0.31129, -1.70323, 1.09213], [-0.19973, -0.08543, -0.65718], [-1.68901, -0.02623, 0.80025], [-1.69040, 0.48346, -1.97096], [2.36283, 1.49162, 1.40756], [-0.76090, -0.63518, 0.48465], [1.98132, -1.00353, 0.21251], [-1.22197, 1.65196, -0.74285], [1.46047, 0.17085, -0.44507], [0.36844, -2.32253, 0.65066], [-0.71086, -1.90223, 2.08731]],
  "mulliken_charge": [-0.872, -0.583, 0.283, -0.684, -0.017, 0.172, 0.370, 0.296, 0.016, -0.520, 0.350, 0.610, 0.333, 0.246]
}

{
  "formula": "C3H7NO2S",
  "method": "the ωB97M-V functional and the def2-TZVPD basis",
  "gap_ha": 0.38204,
  "lumo_energy_ev": 0.7,
  "smiles": "N=[S@@]1(=O)CCCO1",
  "homo_energy_ev": -9.683,
  "elements": ["N", "H", "H", "O", "C", "H", "H", "O", "H", "H", "S", "C", "H", "C"],
  "xyz": [[2.00759, 1.25713, 0.62878], [3.06232, 1.21769, 0.59147], [-0.02698, -1.45674, 1.19162], [0.41828, 0.45795, -1.29989], [-0.16868, -0.39613, 1.04816], [-2.38979, -0.52389, 0.54760], [-1.43250, 0.72825, -2.00822], [2.20445, -1.44915, -0.24616], [-0.07116, 0.07225, 1.94711], [-0.91702, -0.99660, -1.78842], [1.27854, 0.06777, -0.03286], [-0.84891, -0.01442, -1.28117], [-1.71616, 1.05104, 0.49452], [-1.39998, -0.01516, 0.20746]],
  "mulliken_charge": [-0.627, 0.280, 0.312, -0.289, -0.597, 0.326, 0.254, -0.618, 0.449, 0.299, 0.818, -0.348, 0.244, -0.503]
}

{
  "formula": "C3H7NO2S",
  "method": "the ωB97M-V functional and the def2-TZVPD basis",
  "gap_ha": 0.36584,
  "lumo_energy_ev": 0.4,
  "smiles": "N[C@@H](CS)C(=O)O",
  "homo_energy_ev": -9.561,
  "elements": ["H", "O", "O", "N", "H", "H", "H", "S", "H", "C", "H", "C", "H", "C"],
  "xyz": [[0.12700, -1.37603, 1.74470], [-2.48943, 0.37108, -0.50343], [-1.39640, -1.56418, -0.71308], [0.52311, -0.91744, 0.92786], [-0.70473, 0.79568, 1.41630], [2.00752, -0.29115, -1.31693], [1.25039, 1.73080, 0.32149], [1.15552, 0.56858, -1.87750], [1.55925, -0.60969, 1.15854], [-0.30812, 0.21257, 0.51458], [-0.43887, -1.81373, -0.43986], [0.45689, 1.22501, -0.32081], [-0.22470, 2.00217, -0.64986], [-1.51743, -0.33368, -0.26199]],
  "mulliken_charge": [0.225, -0.596, -0.464, -0.750, 0.259, 0.119, 0.367, -0.181, 0.236, 0.528, 0.448, -0.887, 0.402, 0.294]
}

{
  "formula": "C3H7NO2S",
  "method": "the ωB97M-V functional and the def2-TZVPD basis",
  "gap_ha": 0.35152,
  "lumo_energy_ev": 0.2,
  "smiles": "CS[C@H](C)[N+](=O)[O-]",
  "homo_energy_ev": -9.349,
  "elements": ["C", "O", "H", "H", "H", "C", "H", "S", "H", "H", "N", "O", "C", "H"],
  "xyz": [[0.42634, 2.09708, -0.01745], [2.28274, -0.00412, -1.01382], [-0.67149, -2.21872, 0.15304], [0.77179, 2.47482, 0.98894], [-0.04027, 0.35722, 1.33169], [-1.54880, -1.77112, -0.06031], [1.04683, 2.12339, -0.79893], [-1.06935, -0.15594, -0.84466], [-2.16493, -1.68336, 0.85666], [-1.93591, -2.26992, -0.91262], [1.52815, -0.37407, -0.14696], [1.58126, -1.43406, 0.42017], [0.34006, 0.47858, 0.23912], [-0.54640, 2.38020, -0.19487]],
  "mulliken_charge": [-1.275, -0.564, 0.300, 0.313, 0.334, -0.794, 0.428, -0.087, 0.259, 0.341, 0.935, -0.551, -0.048, 0.411]
}